*i*
Entry from the OMol25 dataset: a gas-phase ion, CH3FO3P (charge -1) (ωB97M-V/def2-TZVPD).

Properties
orbital gap	9.31	eV
HOMO	-5.0144	eV
SMILES string	C[P@@](=O)([O-])OF

The geometry in ORCA input format:
```
! RIJCOSX wB97M-V def2-TZVPD def2/J DEFGRID3
* xyz -1 1
P -0.22522 0.48664 0.58717
F 1.95909 1.68710 0.54909
O 1.33837 0.63526 -0.18349
O -0.07866 -0.14316 1.92159
O -1.08853 1.71497 0.47537
C -0.49662 -0.85715 -0.68402
H -1.47021 -1.13936 -0.92688
H -0.02092 -1.67897 -0.18158
H 0.08271 -0.70532 -1.55724
*
```

*ii*
Entry from the OMol25 dataset: 2 unconnected molecules or ions with the total composition CH3FO3P (ωB97M-V/def2-TZVPD).

Properties
orbital gap	7.78	eV
HOMO	-4.0824	eV

The geometry in ORCA input format:
```
! RIJCOSX wB97M-V def2-TZVPD def2/J DEFGRID3
* xyz -1 1
P 0.38885 -1.17700 -0.03580
F 0.98041 2.43043 -0.34333
O 0.64087 -2.01189 1.15686
O 1.71133 1.52697 0.55393
O 0.78297 -1.66355 -1.35432
C -0.98987 -0.00418 -0.06180
H -0.44807 1.02466 -0.10112
H -1.26102 -0.12301 1.00447
H -1.80547 -0.00245 -0.81887
*
```

Quick one: most stable of them? *i*

*i*
Entry from the OMol25 dataset: 2 unconnected molecules or ions with the total composition C3H12N3O (ωB97M-V/def2-TZVPD).

Properties
orbital gap	11.55	eV
HOMO	-14.4703	eV

The geometry in ORCA input format:
```
! RIJCOSX wB97M-V def2-TZVPD def2/J DEFGRID3
* xyz 1 1
O 1.01178 -3.28238 -0.04423
N -2.17058 0.29146 -1.38061
N -2.09944 0.36664 0.93145
N -0.14269 0.51930 -0.38660
C 2.10807 1.29300 0.23889
C -1.45403 0.36641 -0.22614
C 0.79866 0.75968 0.74447
H 2.82513 1.70056 0.97124
H 0.39946 1.50745 1.45647
H 0.87597 -0.20649 1.27926
H -1.61401 0.74543 1.74840
H -1.69991 -0.11339 -2.19369
H 0.27957 0.37459 -1.30708
H 1.93919 2.04899 -0.54633
H 2.55118 0.39613 -0.22572
H -3.18485 0.42442 -1.39038
H -3.11110 0.21767 0.96114
H 1.94907 -3.51997 0.13823
H 0.73853 -3.88951 -0.76878
*
```

*ii*
Entry from the OMol25 dataset: 2 unconnected molecules or ions with the total composition C3H12N3O (ωB97M-V/def2-TZVPD).

Properties
orbital gap	11.20	eV
HOMO	-14.0727	eV

The geometry in ORCA input format:
```
! RIJCOSX wB97M-V def2-TZVPD def2/J DEFGRID3
* xyz 1 1
O 1.51151 -0.47295 -1.58753
N -0.41592 0.15330 0.47595
N -2.35635 0.92172 1.47362
N -2.32070 -1.13780 0.45768
C 0.27900 1.43842 0.50110
C 2.80889 -1.10870 -1.40851
C -1.67814 0.00116 0.80688
H 3.13709 -1.57060 -2.32956
H 1.60777 0.01958 -2.41256
H -2.95080 -1.54445 1.14972
H 2.69262 -1.85318 -0.63647
H -2.14289 1.90844 1.53468
H 0.77633 1.63436 -0.44442
H 0.98172 1.45182 1.32568
H -0.42827 2.25503 0.61035
H -1.76865 -1.86329 0.02728
H -0.02779 -0.55603 -0.13265
H -3.28921 0.69001 1.77868
H 3.58379 -0.36682 -1.18992
*
```

Quick one: most stable of them? *i*

*i*
Entry from the OMol25 dataset: 2 unconnected molecules or ions with the total composition C2H7NO (ωB97M-V/def2-TZVPD).

Properties
orbital gap (spin up / spin down)	10.57 / 6.37	eV
HOMO (spin up / spin down)	-15.9119 / -15.8559	eV

The geometry in ORCA input format:
```
! RIJCOSX wB97M-V def2-TZVPD def2/J DEFGRID3
* xyz 1 2
O 0.63394 -2.23390 -0.58904
N 0.01434 0.55522 0.06667
C 0.24257 2.00953 0.36492
C -1.03596 -0.04028 0.34976
H -1.24782 -1.11114 0.16994
H -0.07079 -2.40027 -1.22316
H -0.50460 2.52870 0.95958
H -1.92244 0.37968 0.82858
H 1.18403 2.09859 0.91525
H 0.48204 2.51198 -0.58016
H 1.19388 -1.55207 -0.97473
*
```

*ii*
Entry from the OMol25 dataset: 2 unconnected molecules or ions with the total composition C2H7NO (ωB97M-V/def2-TZVPD).

Properties
orbital gap (spin up / spin down)	10.97 / 7.28	eV
HOMO (spin up / spin down)	-15.5871 / -15.5829	eV

The geometry in ORCA input format:
```
! RIJCOSX wB97M-V def2-TZVPD def2/J DEFGRID3
* xyz 1 2
O 1.72847 -2.01766 0.10159
N -0.64170 -0.44828 -0.63115
C -0.49223 0.85733 -0.39697
C -0.81053 1.47924 0.78233
H -0.98965 2.55235 0.74593
H -1.29387 -0.94496 -0.03771
H -1.27613 0.88110 1.56353
H 2.48861 -1.67350 0.57651
H 1.26244 -1.23835 -0.18794
H -0.07438 -0.84167 -1.37408
H 0.09897 1.39440 -1.14204
*
```

Quick one: most stable of them? *ii*